Entry i
# CH2FNOS

A single CH2FNOS molecule (ωB97M-V/def2-TZVPD, the OMol25 dataset).

Summary:
SMILES: O=CN(F)S
Frontier orbital gap in eV: 10.493
HOMO energy in eV: -9.87

Geometry as ORCA input:
```
! RIJCOSX wB97M-V def2-TZVPD def2/J DEFGRID3
* xyz 0 1
O -1.96611 -0.12342 0.54319
C -1.15383 -0.44256 -0.24081
N 0.38164 0.00817 -0.04610
F 1.02409 -0.31378 -1.29993
S 0.98985 1.31068 0.74194
H -1.19430 -1.05496 -1.13527
H 1.91865 0.61586 1.43698
*
```

Here are the Mulliken charges for atoms 1 to 5, given in e: O -0.37; C 0.13; N 0.04; F -0.24; S -0.06



Entry ii
# CH2FNOS

A single CH2FNOS molecule (ωB97M-V/def2-TZVPD, the OMol25 dataset).

Summary:
Frontier orbital gap (alpha / beta) in eV: 8.277 / 8.278
HOMO energy (alpha / beta) in eV: -8.79 / -8.79

Geometry as ORCA input:
```
! RIJCOSX wB97M-V def2-TZVPD def2/J DEFGRID3
* xyz 0 1
C 0.11942 0.20432 -0.18289
N -1.11288 -0.47802 -0.23666
O 2.58614 0.65160 -0.02307
F -2.17208 0.22693 0.33818
S 1.65998 -0.46009 0.02561
H -0.14935 1.32696 -0.10192
H -0.93122 -1.47170 0.18075
*
```

Here are the Mulliken charges for atoms 1 to 5, given in e: C -0.05; N -0.16; O -0.50; F -0.16; S 0.28



Most stable structure - entry i; separation to the second - 0.0418 hartree.



Entry i
# C4H7NO2S2

A single C4H7NO2S2 molecule (ωB97M-V/def2-TZVPD, the OMol25 dataset).

Summary:
Frontier orbital gap in eV: 8.427
HOMO energy in eV: -8.88

Geometry as ORCA input:
```
! RIJCOSX wB97M-V def2-TZVPD def2/J DEFGRID3
* xyz 0 1
C 1.14914 -0.95151 0.62152
C 1.40041 -0.88439 -0.86402
C -0.34320 1.20075 -0.85357
C -0.40613 0.97295 0.66707
N -1.45853 0.15750 1.13148
O -3.69300 -0.81988 1.21567
O 0.86467 0.38430 1.08518
S -0.08169 -0.41899 -1.70310
S -2.67104 -0.28266 0.41151
H 0.32508 -1.70924 0.83442
H 2.08092 -1.17018 1.27097
H 2.16221 -0.07767 -1.15709
H 1.65230 -1.80962 -1.53832
H -1.26983 1.62720 -1.23154
H 0.58368 1.78118 -0.96108
H -0.29499 2.00025 1.07090
*
```

Here are the Mulliken charges for atoms 1 to 5, given in e: C -0.36; C -0.40; C -0.90; C 0.11; N -0.19



Entry ii
# C4H7NO2S2

A single C4H7NO2S2 molecule (ωB97M-V/def2-TZVPD, the OMol25 dataset).

Summary:
SMILES: CSC(=C[N+](=O)[O-])SC
Frontier orbital gap in eV: 8.158
HOMO energy in eV: -9.16

Geometry as ORCA input:
```
! RIJCOSX wB97M-V def2-TZVPD def2/J DEFGRID3
* xyz 0 1
C -1.26193 -2.05587 1.77201
S -1.82879 -0.43389 1.22159
C -0.60855 0.09867 0.14382
C -0.51477 1.47809 0.27897
N 0.18347 2.33448 -0.62282
O 0.11444 2.08835 -1.89332
O 0.80364 3.30722 -0.08708
S -0.02458 -0.99554 -1.09935
C 1.52176 -0.33346 -1.52414
H -0.55247 -1.87010 2.78834
H -0.68153 -2.54953 0.73561
H -2.31972 -2.70234 2.01550
H -0.57028 1.99872 1.23169
H 2.44135 -1.15154 -1.64287
H 1.40676 0.23352 -2.58123
H 1.89121 0.55324 -0.73671
*
```

Here are the Mulliken charges for atoms 1 to 5, given in e: C -0.72; S -0.01; C 0.46; C -0.68; N 0.77



Most stable structure - entry i; separation to the second - 0.1495 hartree.



Entry i
# C4H3O2

An isolated ion of composition C4H3O2 and charge +1 (ωB97M-V/def2-TZVPD, the OMol25 dataset).

Summary:
⟨S²⟩: 2.015
Frontier orbital gap (alpha / beta) in eV: 8.782 / 7.760
HOMO energy (alpha / beta) in eV: -12.32 / -16.78

Geometry as ORCA input:
```
! RIJCOSX wB97M-V def2-TZVPD def2/J DEFGRID3
* xyz 1 3
C -1.04809 0.02440 -0.13922
C 1.59429 -0.73207 0.22916
C 0.28951 -0.11938 0.09899
C 1.48247 0.16618 -0.88328
O -1.66567 1.12063 0.07564
O 1.38737 0.68040 0.46687
H -1.55315 -0.86725 -0.52399
H 2.12445 -1.42322 0.84327
H -2.61117 1.15030 -0.16745
*
```

Here are the Mulliken charges for atoms 1 to 5, given in e: C -0.42; C 0.15; C 0.71; C -0.07; O -0.39



Entry ii
# C4H3O2

An isolated ion of composition C4H3O2 and charge +1 (ωB97M-V/def2-TZVPD, the OMol25 dataset).

Summary:
⟨S²⟩: 2.036
Frontier orbital gap (alpha / beta) in eV: 6.680 / 8.435
HOMO energy (alpha / beta) in eV: -12.70 / -16.49

Geometry as ORCA input:
```
! RIJCOSX wB97M-V def2-TZVPD def2/J DEFGRID3
* xyz 1 3
C 1.56204 -0.30847 -0.02231
C 2.85012 -0.14118 -0.01026
C -0.53544 0.57551 0.01191
C 4.15590 -0.06811 -0.02028
O 5.29312 -0.07027 0.06568
O 0.66822 0.78640 0.02224
H 0.92097 -1.20168 -0.00704
H -1.05951 1.42174 0.10135
H -0.81939 -0.53245 -0.03890
*
```

Here are the Mulliken charges for atoms 1 to 5, given in e: C 0.39; C -0.58; C -0.04; C 0.56; O -0.18



Most stable structure - entry ii; separation to the second - 0.1747 hartree.



Entry i
# CHBr2O2S

CHBr2O2S as an isolated structure (ωB97M-V/def2-TZVPD, the OMol25 dataset).

Summary:
Frontier orbital gap in eV: 7.233
HOMO energy in eV: -3.98

Geometry as ORCA input:
```
! RIJCOSX wB97M-V def2-TZVPD def2/J DEFGRID3
* xyz -1 1
C 1.08139 -0.33721 -1.05450
O 3.00827 1.08205 0.38249
O 3.44635 -1.27150 -0.50303
S 2.61687 -0.32429 0.24920
Br 1.06394 -1.54848 -2.49882
Br 0.24140 1.31644 -1.53656
H 0.15970 -1.15796 0.20336
*
```

Here are the Mulliken charges for atoms 1 to 5, given in e: C -0.33; O -0.56; O -0.56; S 0.57; Br -0.11



Entry ii
# CHBr2O2S

A 2-piece molecular cluster, CHBr2O2S overall (ωB97M-V/def2-TZVPD, the OMol25 dataset).

Summary:
Frontier orbital gap (alpha / beta) in eV: 7.318 / 7.317
HOMO energy (alpha / beta) in eV: -3.91 / -3.91

Geometry as ORCA input:
```
! RIJCOSX wB97M-V def2-TZVPD def2/J DEFGRID3
* xyz -1 1
C 0.91555 -0.36980 -0.24196
O -2.06786 -0.71517 1.25984
O -2.28924 1.00827 -0.43282
S -1.55916 0.53048 0.70870
Br 2.43126 0.03777 1.07052
Br 1.09072 0.82535 -1.81138
H 1.47874 -1.31690 -0.55290
*
```

Here are the Mulliken charges for atoms 1 to 5, given in e: C -0.44; O -0.45; O -0.44; S 0.69; Br -0.31



Most stable structure - entry ii; separation to the second - 0.0659 hartree.



Entry i
# C6H8ClN

A single C6H8ClN molecule (ωB97M-V/def2-TZVPD, the OMol25 dataset).

Summary:
SMILES: C=C/N=C\C=C(/C)Cl
Frontier orbital gap in eV: 9.147
HOMO energy in eV: -8.76

Geometry as ORCA input:
```
! RIJCOSX wB97M-V def2-TZVPD def2/J DEFGRID3
* xyz 0 1
C -0.67347 -0.96506 -1.63134
C 0.14663 0.00842 -1.49543
N 1.46715 -0.09954 -1.01433
C 1.82259 -0.44290 0.13183
C 1.06964 -0.79981 1.36706
C -0.02107 -0.09226 1.78618
C -0.70539 1.11326 1.28147
Cl -0.64735 -0.58902 3.27268
H -1.44946 -0.86537 -2.33308
H -0.46789 -1.96295 -1.35419
H -0.00686 0.94514 -2.01296
H 2.96908 -0.66697 0.02469
H 1.67067 -1.55294 2.01599
H -0.47281 1.25100 0.23264
H -0.47963 1.96066 1.88712
H -1.79829 0.99323 1.47305
*
```

Here are the Mulliken charges for atoms 1 to 5, given in e: C -0.67; C -0.35; N -0.45; C -0.02; C -0.53



Entry ii
# C6H8ClN

A single C6H8ClN molecule (ωB97M-V/def2-TZVPD, the OMol25 dataset).

Summary:
SMILES: C[C@]1(Cl)C=C[C@@H]2N[C@@H]21
Frontier orbital gap in eV: 10.435
HOMO energy in eV: -9.48

Geometry as ORCA input:
```
! RIJCOSX wB97M-V def2-TZVPD def2/J DEFGRID3
* xyz 0 1
C -1.25150 1.31738 0.58775
C -0.81786 -0.01153 -0.04068
Cl -2.21682 -0.81384 -0.81318
C -0.21731 -0.96717 0.92729
C 0.98135 -1.40196 0.50503
C 1.41862 -0.72347 -0.74569
N 1.53890 0.73689 -0.82792
C 0.24507 0.07455 -1.17757
H -1.84162 1.85129 -0.17972
H -0.33319 1.86753 0.84876
H -1.83785 1.12536 1.46861
H -0.68225 -1.17353 1.88487
H 1.59976 -2.07855 1.04714
H 2.04772 -1.26843 -1.43806
H 1.48067 1.14576 0.08567
H -0.11368 0.31972 -2.13230
*
```

Here are the Mulliken charges for atoms 1 to 5, given in e: C -1.21; C 0.92; Cl -0.22; C -0.60; C -0.67



Most stable structure - entry ii; separation to the second - 0.0423 hartree.



Entry i
# C16H22N2O4S

A single C16H22N2O4S molecule (ωB97M-V/def2-TZVPD, the OMol25 dataset).

Summary:
SMILES: CCOc1cc2[nH]c(=S)n(CCCOC)c(=O)c2cc1OCC
Frontier orbital gap in eV: 8.375
HOMO energy in eV: -8.01

Geometry as ORCA input:
```
! RIJCOSX wB97M-V def2-TZVPD def2/J DEFGRID3
* xyz 0 1
C 4.34763 -3.42189 3.23479
C 3.76928 -2.77036 1.98804
O 2.92359 -1.71695 2.42943
C 2.18021 -0.96993 1.59041
C 1.33388 -0.07708 2.23998
C 0.49645 0.77366 1.53414
N -0.34391 1.66094 2.15824
C -1.19089 2.49591 1.50062
S -2.12455 3.52853 2.38348
N -1.20791 2.43837 0.13533
C -2.14139 3.29291 -0.58220
C -3.55657 2.71736 -0.59968
C -3.61957 1.36398 -1.31666
O -4.89336 0.76409 -1.28526
C -5.85059 1.37277 -2.11520
C -0.38440 1.60610 -0.62706
O -0.42757 1.63360 -1.84035
C 0.49819 0.73447 0.13909
C 1.34946 -0.15355 -0.51940
C 2.19277 -1.00344 0.16902
O 3.06600 -1.86373 -0.43533
C 3.04138 -2.02409 -1.84252
C 1.85932 -2.85839 -2.32444
H 3.54754 -3.81027 3.85900
H 5.00612 -4.23735 2.95070
H 4.91113 -2.69196 3.80924
H 3.19256 -3.49921 1.40935
H 4.57060 -2.37353 1.35684
H 1.34766 -0.06787 3.31821
H -0.35500 1.72273 3.16784
H -1.75960 3.38562 -1.60090
H -2.14943 4.27079 -0.09535
H -3.92163 2.59736 0.42187
H -4.19934 3.43743 -1.10763
H -3.27463 1.47865 -2.35513
H -2.96558 0.64551 -0.81453
H -6.15394 2.35744 -1.74311
H -5.47427 1.48013 -3.14001
H -6.71657 0.71311 -2.11589
H 1.31679 -0.13357 -1.59623
H 3.06636 -1.04973 -2.34341
H 3.97732 -2.54668 -2.05969
H 0.91524 -2.36923 -2.09912
H 1.93209 -3.00192 -3.39866
H 1.86914 -3.83076 -1.83787
*
```

Here are the Mulliken charges for atoms 1 to 5, given in e: C -1.45; C -0.16; O -0.47; C 0.32; C -0.75



Entry ii
# C16H22N2O4S

A single C16H22N2O4S molecule (ωB97M-V/def2-TZVPD, the OMol25 dataset).

Summary:
SMILES: O=C(NC1CCCC1)c1ccc(S(=O)(=O)N2CCOCC2)cc1
Frontier orbital gap in eV: 9.713
HOMO energy in eV: -9.55

Geometry as ORCA input:
```
! RIJCOSX wB97M-V def2-TZVPD def2/J DEFGRID3
* xyz 0 1
O -2.90623 -1.57652 0.76550
C -2.30227 -0.53267 0.91111
N -2.88294 0.61373 1.32363
C -4.28914 0.71575 1.64883
C -4.98348 1.78589 0.77727
C -5.61092 2.78618 1.75283
C -4.74509 2.67473 3.00443
C -4.49389 1.17264 3.10377
C -0.82906 -0.42672 0.64688
C -0.03805 -1.53701 0.93417
C 1.32348 -1.50323 0.69587
C 1.88252 -0.36110 0.15528
S 3.63684 -0.35202 -0.18873
O 4.01651 0.96218 -0.63184
O 4.34437 -0.92633 0.91646
N 3.67842 -1.46303 -1.45492
C 4.91167 -2.22399 -1.56838
C 5.81716 -1.61279 -2.63122
O 5.21388 -1.64271 -3.91533
C 3.80288 -1.65439 -3.88790
C 3.23231 -0.87310 -2.70902
C 1.11189 0.74096 -0.15787
C -0.24997 0.71104 0.09220
H -2.31441 1.42794 1.49406
H -4.69785 -0.28230 1.47701
H -4.23661 2.28082 0.15454
H -5.72517 1.34416 0.11523
H -6.63238 2.48676 1.98978
H -5.63690 3.79623 1.34720
H -5.23489 3.07550 3.89001
H -3.80475 3.21047 2.86129
H -3.63559 0.92145 3.72562
H -5.37250 0.68009 3.51983
H -0.51324 -2.41652 1.34114
H 1.96369 -2.34024 0.92229
H 5.39219 -2.20689 -0.59031
H 4.66575 -3.25962 -1.82663
H 6.75487 -2.16785 -2.71681
H 6.04253 -0.57330 -2.35120
H 3.43327 -2.68982 -3.84790
H 3.47735 -1.20544 -4.82971
H 3.56031 0.17269 -2.76439
H 2.13854 -0.90070 -2.73313
H 1.59305 1.60579 -0.58691
H -0.85815 1.56328 -0.17400
*
```

Here are the Mulliken charges for atoms 1 to 5, given in e: O -0.68; C 0.25; N -0.22; C -0.02; C -0.83



Most stable structure - entry i; separation to the second - 0.0209 hartree.



Entry i
# C9H11NO

A single C9H11NO molecule (ωB97M-V/def2-TZVPD, the OMol25 dataset).

Summary:
SMILES: Oc1ccc2c(c1)CNCC2
Frontier orbital gap in eV: 9.064
HOMO energy in eV: -8.24

Geometry as ORCA input:
```
! RIJCOSX wB97M-V def2-TZVPD def2/J DEFGRID3
* xyz 0 1
O 1.02945 -3.72029 0.64815
C 0.47995 -2.47613 0.47777
C -0.85092 -2.33885 0.85844
C -1.46993 -1.11610 0.70838
C -0.79196 -0.01814 0.17401
C 0.56250 -0.16544 -0.16845
C 1.19670 -1.38974 -0.01954
C 1.34436 1.01405 -0.72803
N 0.47781 2.06724 -1.19852
C -0.50264 2.45750 -0.19329
C -1.50360 1.31399 -0.05775
H 1.99739 -3.66606 0.48107
H -1.35470 -3.19771 1.32294
H -2.51721 -0.98243 0.96037
H 2.21700 -1.51205 -0.36094
H 1.98103 0.64834 -1.54930
H 2.00794 1.38035 0.08617
H 1.03561 2.88113 -1.45144
H -1.00107 3.37121 -0.52259
H -0.05131 2.69032 0.78702
H -2.04488 1.25045 -0.99867
H -2.24155 1.50836 0.74420
*
```

Here are the Mulliken charges for atoms 1 to 5, given in e: O -0.56; C 0.90; C -0.71; C -0.63; C 0.23



Entry ii
# C9H11NO

A single C9H11NO molecule (ωB97M-V/def2-TZVPD, the OMol25 dataset).

Summary:
SMILES: CC(=O)Cc1ccccc1N
Frontier orbital gap in eV: 9.008
HOMO energy in eV: -8.16

Geometry as ORCA input:
```
! RIJCOSX wB97M-V def2-TZVPD def2/J DEFGRID3
* xyz 0 1
C 2.05692 -1.54758 0.26265
C 1.27540 -1.26018 1.53465
O 1.11654 -2.06916 2.42138
C 0.53806 0.08970 1.55262
C -0.08736 0.54001 0.19796
C 0.56803 1.51457 -0.49666
C -0.01054 1.98184 -1.63364
C -1.20386 1.39193 -2.11688
C -1.99212 0.54972 -1.33586
C -1.39229 0.16038 -0.11146
N -1.99093 -0.82920 0.69857
H 2.21956 -0.60760 -0.25775
H 1.57638 -2.47382 -0.10673
H 2.98419 -1.98131 0.43608
H 1.40247 0.71725 1.83648
H -0.10577 -0.06265 2.31668
H 1.60140 1.83615 -0.12867
H 0.57146 2.69672 -2.19454
H -1.67459 1.70780 -3.06455
H -2.92151 0.06088 -1.46589
H -1.57194 -1.60512 1.10847
H -2.95950 -0.81034 0.54710
*
```

Here are the Mulliken charges for atoms 1 to 5, given in e: C -1.04; C 0.71; O -0.60; C -1.50; C 0.59



Most stable structure - entry i; separation to the second - 0.0474 hartree.